57
Properties=species:S:1:pos:R:3:nbo_charge:R:1 method="wB97M-V/def2-TZVPD" e_above_lowest_kj_mol=6.75 lumo_energy_ev="-8.7 / -8.8" spin_multiplicity=1 charge=+2 homo_ev="-16.11 / -16.25"
Os -0.04483 1.40260 -0.96550 1.64
C -0.29763 -3.18812 -1.71777 -0.44
N 0.38092 -2.35126 -2.72349 -0.32
C 0.89695 -3.00098 -3.93943 -0.44
C 0.48015 -1.04851 -2.54795 0.68
N -0.07459 -0.44407 -1.48013 -0.71
N 1.13654 -0.32094 -3.50436 -0.58
C 1.48601 1.02067 -3.51038 0.66
N 2.18435 1.42240 -4.57378 -0.75
N 1.14814 1.81043 -2.53993 -0.71
H -0.08745 -4.22678 -1.94626 0.26
H -1.37710 -3.03401 -1.74687 0.24
H 0.09744 -2.98865 -0.72119 0.23
H 0.64836 -4.05483 -3.89597 0.26
H 1.98295 -2.91103 -3.99737 0.23
H 0.41963 -2.59253 -4.83258 0.23
H -0.56357 -1.08105 -0.86065 0.42
H 1.40998 -0.83709 -4.32656 0.44
H 2.55960 0.78529 -5.25648 0.43
H 2.40592 2.39795 -4.69838 0.44
H 1.46232 2.76899 -2.65339 0.42
F -0.79390 4.05275 -2.95998 -0.50
B -1.48287 3.57720 -1.92041 1.38
F -0.55715 3.42737 -0.73988 -0.49
F -1.61914 2.02482 -2.13819 -0.50
F -2.64965 4.06896 -1.56358 -0.48
C 1.01244 -0.96071 4.26662 -0.66
C 1.68746 -1.08873 2.91810 0.32
C 3.01754 -0.36627 2.85386 -0.66
C 1.79440 -2.52785 2.46334 -0.63
O 0.75594 -0.47476 1.87591 -0.88
P 0.42909 1.03164 1.73705 2.55
O 0.53300 1.93558 2.86160 -1.02
O 1.23477 1.48207 0.36358 -0.79
O -0.98760 0.99844 0.90344 -0.89
C -2.41095 1.15029 1.52547 0.35
C -2.39383 0.32388 2.78931 -0.67
C -3.32483 0.58585 0.46587 -0.66
C -2.61426 2.62608 1.77317 -0.67
H 1.63476 -1.45081 5.01560 0.25
H 0.03863 -1.45111 4.26361 0.22
H 0.89694 0.08332 4.55382 0.25
H 3.71843 -0.85805 3.52837 0.25
H 2.92658 0.67211 3.17201 0.24
H 3.43681 -0.40682 1.84714 0.22
H 2.42283 -3.07971 3.16177 0.25
H 2.25371 -2.59051 1.47550 0.21
H 0.81261 -3.00215 2.44582 0.22
H -2.16331 -0.72149 2.58147 0.22
H -3.38887 0.37086 3.23277 0.26
H -1.69107 0.72143 3.52193 0.25
H -3.10952 -0.46683 0.27349 0.21
H -3.26950 1.15621 -0.46133 0.23
H -4.35152 0.65100 0.82677 0.26
H -1.87018 3.01610 2.46647 0.25
H -3.60112 2.76869 2.21503 0.25
H -2.58080 3.19269 0.84293 0.23


61
Properties=species:S:1:pos:R:3:nbo_charge:R:1 method="wB97M-V/def2-TZVPD" lumo_energy_ev=2.1 spin_multiplicity=1 charge=-1 homo_ev=-6.57
C 5.45520 -1.04701 0.81574 -0.61
C 5.57354 0.48977 0.92672 -0.45
C 4.22824 1.19287 0.83363 -0.50
Br 4.58417 3.05858 0.34071 0.01
S 3.41832 1.22780 2.45828 2.29
O 4.34055 1.93882 3.30832 -0.98
O 3.26895 -0.15383 2.87508 -0.99
N 2.07145 2.06419 2.38898 -1.17
S 0.97566 1.59452 1.33534 2.29
O -0.32770 1.91756 1.89480 -1.01
O 1.13280 2.14685 0.00621 -0.99
C 0.91938 -0.18511 1.11996 -0.73
C -0.29139 -0.47770 0.22684 -0.09
O 0.02298 -1.24502 -0.95199 -0.52
C 0.64405 -2.40657 -0.68732 0.65
O 1.66237 -2.71607 -1.23998 -0.55
H 6.05449 -1.40682 -0.02040 0.20
H 5.88611 -1.51974 1.69693 0.21
H 4.43146 -1.39663 0.71527 0.22
H 6.09502 0.77512 1.83584 0.24
H 6.16734 0.83588 0.08375 0.21
H 3.60445 0.80796 0.03226 0.24
H 0.78515 -0.67943 2.07678 0.26
H 1.85639 -0.52041 0.68195 0.25
H -0.75537 0.45863 -0.06468 0.24
H -1.05328 -1.02428 0.78603 0.18
H 0.18815 -3.10014 0.03686 0.11
C -6.84359 -3.16572 4.31127 -0.24
O -5.91412 -2.08227 4.26139 -0.82
P -4.94191 -1.99777 2.98147 2.54
O -5.78094 -1.72445 1.80651 -1.10
O -4.42149 -3.53807 3.00222 -0.83
C -3.91646 -4.12806 4.19788 -0.26
O -3.48434 -1.41605 2.72135 -0.78
C -3.34923 -0.14032 2.05074 -0.26
H -7.79837 -2.75211 4.62864 0.19
H -6.96058 -3.64929 3.34461 0.21
H -6.51218 -3.89489 5.05100 0.18
H -4.42228 -5.08124 4.35406 0.18
H -4.08136 -3.49498 5.07095 0.18
H -2.84840 -4.31051 4.08227 0.19
H -4.07263 0.58497 2.41361 0.19
H -3.47147 -0.28206 0.97982 0.20
H -2.34692 0.23278 2.25089 0.23
C -1.16745 0.75721 -4.79989 -0.24
O -0.84385 2.14254 -4.64931 -0.82
P 0.54689 2.65101 -5.26790 2.54
O 0.44082 2.54989 -6.73440 -1.11
O 1.50536 1.51646 -4.64940 -0.83
C 1.46046 1.20090 -3.24498 -0.27
O 1.57467 3.83746 -4.93803 -0.76
C 1.53172 5.02100 -5.74899 -0.25
H -2.21264 0.70582 -5.09772 0.19
H -0.54966 0.27263 -5.55179 0.20
H -1.04684 0.25194 -3.84173 0.19
H 1.35708 0.12214 -3.13762 0.19
H 0.62784 1.68810 -2.73963 0.20
H 2.39204 1.51593 -2.77907 0.20
H 0.51155 5.33589 -5.95697 0.19
H 2.05579 4.83333 -6.68345 0.20
H 2.04401 5.80805 -5.19970 0.19


56
Properties=species:S:1:pos:R:3:nbo_charge:R:1 method="wB97M-V/def2-TZVPD" lumo_energy_ev=-0.8 spin_multiplicity=1 smiles="CCO[C@]1([PH2]=N)OS(=O)(=O)O[C@@]1(CCF)[PH2]=N.CNC(C)=O.CNC(C)=O" charge=0 homo_ev=-8.82
C -2.09276 2.65852 1.16359 -0.65
C -1.08253 1.43938 1.69923 -0.10
O -0.55228 0.60265 0.61270 -0.53
C 0.91577 0.52021 0.62810 0.26
P 1.62567 2.24746 0.20265 1.19
N 1.40170 2.64138 -1.36473 -1.29
O 1.23522 -0.34563 -0.55582 -0.62
S 2.94462 -0.64369 -0.43721 2.21
O 3.88429 0.31331 -1.27015 -0.77
O 3.37509 -2.03205 -1.05240 -0.78
O 3.02621 -0.49909 1.29401 -0.65
C 1.64991 -0.36383 1.84348 -0.06
C 0.78561 -1.71014 2.19510 -0.54
C 1.51999 -3.12945 1.83775 0.03
F 0.54204 -3.94286 1.02292 -0.41
P 1.85945 0.44491 3.56333 1.21
N 2.98597 -0.30889 4.48944 -1.25
H -2.42361 3.33397 2.08361 0.23
H -1.46059 3.36968 0.44429 0.23
H -2.98690 2.14093 0.61434 0.24
H -1.71165 0.72784 2.41321 0.22
H -0.27703 1.97260 2.35902 0.17
H 3.05191 2.24412 0.44066 0.00
H 1.03927 3.26715 1.05838 -0.03
H 0.87449 1.88626 -1.85681 0.39
H 0.59818 -1.71831 3.37458 0.23
H -0.28935 -1.74892 1.71234 0.35
H 1.80273 -3.78333 2.77861 0.19
H 2.48243 -3.04704 1.17847 0.21
H 0.55274 0.38234 4.23336 0.00
H 2.20827 1.86135 3.43837 -0.03
H 2.45763 -0.66460 5.33034 0.37
C -2.43800 -4.64969 2.87981 -0.72
C -2.68646 -3.47444 1.97590 0.70
O -1.99223 -2.46087 2.01755 -0.67
N -3.71845 -3.55177 1.08791 -0.61
C -4.64299 -4.64089 0.88177 -0.41
H -1.58351 -4.43575 3.52840 0.24
H -3.31289 -4.82983 3.51014 0.23
H -2.20620 -5.53758 2.28563 0.24
H -3.81894 -2.72061 0.51665 0.41
H -4.55653 -4.96585 -0.15796 0.20
H -5.65385 -4.26414 1.05610 0.20
H -4.44846 -5.48439 1.54520 0.21
C -0.17134 3.84186 -6.60019 -0.72
C -0.07401 3.61768 -5.11686 0.67
O -1.06564 3.61727 -4.39046 -0.64
N 1.16068 3.40993 -4.57657 -0.62
C 2.43762 3.37247 -5.24847 -0.41
H -1.21877 3.99200 -6.87763 0.24
H 0.39171 4.73546 -6.88238 0.22
H 0.20578 2.96754 -7.13730 0.22
H 1.14045 3.26737 -3.57331 0.43
H 2.88827 2.39416 -5.06425 0.20
H 3.07268 4.14703 -4.81150 0.20
H 2.34856 3.53683 -6.32295 0.20


What did we get for strongest force on any atom? Answer: 0.30 4.85 7.84 eV/Å, in the order shown.